No. 1
An isolated molecule of C7H12O2Si in a non-equilibrium geometry, computed with ωB97M-V/def2-TZVPD.

Results
gap between HOMO and LUMO: 10.0 eV
LUMO: 0.693 eV
relative energy (zero: lowest compared OMol25 entry of this formula, charge and spin): 23.09 kcal/mol
F_max: 5.8 eV Å⁻¹
HOMO energy: -0.34375 Ha
E: -713.88946 Eh

ORCA input file:
```
! RIJCOSX wB97M-V def2-TZVPD def2/J DEFGRID3
* xyz 0 1
C 2.5688 0.6190 1.4443
Si 1.6619 -0.2994 0.0836
C 2.1071 0.0439 -1.7811
O 1.7088 -1.8581 0.4799
C -0.5459 0.2082 0.2476
C -1.3412 1.2539 0.0832
C -2.7578 0.8755 0.1078
C -2.7896 -0.6749 0.1830
C -1.2798 -0.9531 0.1219
O -0.8202 -2.0144 -0.2112
H 2.3158 -0.1313 2.2371
H 3.6756 0.7713 1.3436
H 2.2134 1.6431 1.5065
H 3.0328 -0.5093 -2.0441
H 1.4928 -0.5453 -2.5701
H 2.0341 1.0523 -2.0537
H 0.8182 -2.2309 0.3569
H -1.0772 2.2964 0.0210
H -3.2760 1.4751 0.8472
H -3.0563 1.1361 -0.9081
H -3.4637 -1.2615 -0.6107
H -3.2217 -0.8968 1.1154
*
```

Mulliken population analysis, charges in e, atoms 1 to 6: -0.93, 0.55, -1.11, -0.59, 0.05, -0.58



No. 2
The ion C3H3N2S2 with charge -1 in a non-equilibrium geometry, computed with ωB97M-V/def2-TZVPD.

Results
gap between HOMO and LUMO: 6.8 eV
LUMO: 3.705 eV
relative energy (zero: lowest compared OMol25 entry of this formula, charge and spin): 11.60 kcal/mol
F_max: 6.2 eV Å⁻¹
HOMO energy: -0.11368 Ha
E: -1022.01275 Eh

ORCA input file:
```
! RIJCOSX wB97M-V def2-TZVPD def2/J DEFGRID3
* xyz -1 1
S 2.6840 -1.2245 -0.0186
N 1.0818 -0.7534 0.0566
C 0.6470 0.5971 0.0230
C -0.7360 0.5682 0.0193
N -1.1886 -0.6842 -0.0830
S -2.7408 -1.1708 -0.0050
C 0.0120 -1.5304 0.0148
H 1.3825 1.4280 0.1518
H -1.5034 1.4175 -0.0804
H 0.1009 -2.6098 0.1988
*
```

Mulliken population analysis, charges in e, atoms 1 to 6: -0.54, 0.07, -0.47, -0.23, 0.07, -0.55